1.
# C31H50AsN4O10PSTa

A molecular structure, C31H50AsN4O10PSTa (ωB97M-V/def2-TZVPD, OMol25).

Summary:
* frontier orbital gap: 7.0 eV
* charge: +1
* relative energy (zero: lowest compared OMol25 entry of this formula, charge and spin): 80.1 kJ/mol
* electronic energy: -5215.1727 hartree

The geometry in XYZ format:
```
99
Properties=species:S:1:pos:R:3:forces:R:3
Ta -0.481 0.804 0.883 0.0 0.2 0.0
O 1.022 4.268 1.950 0.0 0.0 0.0
C 0.011 3.624 1.830 0.0 0.0 0.0
O 0.049 2.292 2.023 0.0 0.0 -0.1
C -1.325 4.210 1.526 0.0 0.0 0.0
C -1.338 5.603 1.409 0.0 0.0 0.0
C -2.505 6.296 1.162 0.0 0.0 0.0
C -3.692 5.587 1.028 0.0 0.0 0.0
C -3.694 4.209 1.131 0.0 0.0 0.0
C -2.522 3.489 1.375 0.0 0.0 0.0
S -2.737 1.735 1.490 0.0 0.0 0.0
H -0.397 6.124 1.517 0.0 0.0 0.0
H -2.492 7.373 1.071 0.0 0.0 0.0
H -4.619 6.109 0.832 0.0 0.0 0.0
H -4.620 3.661 1.008 0.0 0.0 0.0
O -0.256 3.584 -2.149 0.0 0.0 0.0
C -0.006 2.731 -1.354 0.0 0.0 0.0
O -0.899 2.104 -0.587 0.0 0.0 0.0
C 1.404 2.178 -1.069 0.0 0.0 0.0
O 2.385 2.408 -1.728 0.0 0.0 0.0
O 1.363 1.372 -0.040 -0.1 0.0 0.0
C 0.151 1.225 6.384 0.0 0.0 0.0
N -0.716 0.784 5.306 0.0 0.0 0.0
C -2.118 0.545 5.611 0.0 0.0 0.0
C -0.260 0.622 4.073 0.0 0.0 0.0
O -0.947 0.190 3.139 0.0 0.0 0.0
H 0.209 0.464 7.164 0.0 0.0 0.0
H -0.235 2.146 6.820 0.0 0.0 0.0
H 1.150 1.413 5.998 0.0 0.0 0.0
H -2.258 -0.440 6.062 0.0 0.0 0.0
H -2.691 0.615 4.691 0.0 0.0 0.0
H -2.461 1.304 6.312 0.0 0.0 0.0
H 0.784 0.914 3.929 0.0 0.0 0.0
C -2.164 3.367 -5.899 0.0 0.0 0.0
C -1.615 2.293 -5.010 0.0 0.0 0.0
C -2.407 1.723 -4.019 0.0 0.0 0.0
C -1.900 0.807 -3.118 0.0 0.0 0.0
C -2.833 0.217 -2.099 0.0 0.0 0.0
C -0.541 0.435 -3.236 0.0 0.0 0.0
C 0.128 -0.393 -2.267 0.0 0.0 0.0
O -0.122 -0.498 -1.060 0.0 0.0 0.0
C 0.253 0.927 -4.303 0.0 0.0 0.0
C 1.696 0.536 -4.493 0.0 0.0 0.0
C -0.299 1.863 -5.154 0.0 0.0 0.0
H -3.242 3.271 -6.023 0.0 0.0 0.0
H -1.692 3.353 -6.881 0.0 0.0 0.0
H -1.965 4.342 -5.448 0.0 0.0 0.0
H -3.448 2.013 -3.941 0.0 0.0 0.0
H -3.827 0.117 -2.539 0.0 0.0 0.0
H -2.920 0.876 -1.232 0.0 0.0 0.0
H -2.510 -0.759 -1.747 0.0 0.0 0.0
H 0.982 -0.975 -2.640 0.0 0.0 0.0
H 2.320 0.925 -3.687 0.0 0.0 0.0
H 2.068 0.957 -5.425 0.0 0.0 0.0
H 1.828 -0.546 -4.547 0.0 0.0 0.0
H 0.312 2.284 -5.943 0.0 0.0 0.0
C -4.195 -3.684 -0.113 0.0 0.0 0.0
N -3.039 -2.797 -0.033 0.0 0.0 0.0
C -1.906 -3.277 -0.820 0.0 0.0 0.0
P -2.760 -1.855 1.290 0.0 0.0 0.0
O -1.629 -0.916 0.896 0.0 0.0 0.0
N -4.211 -1.216 1.647 0.0 0.0 0.0
C -5.104 -0.698 0.609 0.0 0.0 0.0
C -4.599 -0.805 2.994 0.0 0.0 0.0
N -2.286 -2.673 2.632 0.0 0.0 0.0
C -3.154 -3.716 3.169 0.0 0.0 0.0
C -0.880 -2.861 2.970 0.0 0.0 0.0
H -3.938 -4.702 0.195 0.0 0.0 0.0
H -4.549 -3.722 -1.146 0.0 0.0 0.0
H -5.007 -3.325 0.513 0.0 0.0 0.0
H -1.629 -4.295 -0.526 0.0 0.0 0.0
H -1.050 -2.621 -0.691 0.0 0.0 0.0
H -2.178 -3.292 -1.878 0.0 0.0 0.0
H -4.745 -0.974 -0.378 0.0 0.0 0.0
H -5.145 0.391 0.672 0.0 0.0 0.0
H -6.106 -1.107 0.752 0.0 0.0 0.0
H -3.868 -1.149 3.720 0.0 0.0 0.0
H -5.575 -1.233 3.237 0.0 0.0 0.0
H -4.661 0.283 3.045 0.0 0.0 0.0
H -4.192 -3.540 2.892 0.0 0.0 0.0
H -3.090 -3.718 4.259 0.0 0.0 0.0
H -2.859 -4.706 2.808 0.0 0.0 0.0
H -0.265 -2.102 2.499 0.0 0.0 0.0
H -0.539 -3.855 2.661 0.0 0.0 0.0
H -0.758 -2.781 4.054 0.0 0.0 0.0
C 3.416 1.498 1.814 0.0 0.0 0.0
As 2.705 -0.204 1.306 0.0 0.0 0.0
C 3.416 -1.510 2.517 0.0 0.0 0.0
C 3.232 -0.777 -0.442 0.0 0.0 0.0
O 1.028 -0.376 1.610 0.0 0.0 0.0
H 3.830 1.971 0.925 0.0 0.0 0.0
H 4.180 1.366 2.578 0.0 0.0 0.0
H 2.596 2.121 2.172 0.0 0.0 0.0
H 4.504 -1.510 2.462 0.0 0.0 0.0
H 3.034 -2.494 2.253 0.0 0.0 0.0
H 3.104 -1.261 3.530 0.0 0.0 0.0
H 4.201 -1.268 -0.375 0.0 0.0 0.0
H 3.275 0.087 -1.102 0.0 0.0 0.0
H 2.483 -1.488 -0.787 0.0 0.0 0.0
```
Forces are in eV/Å.

=====

2.
# C18H45LiN2O6

A molecular structure, C18H45LiN2O6 (ωB97M-V/def2-TZVPD, OMol25).

Summary:
* frontier orbital gap: 8.0 eV
* electronic energy: -1281.2530 hartree

The geometry in XYZ format:
```
72
Properties=species:S:1:pos:R:3:forces:R:3
Li 0.518 -0.037 0.561 -0.7 0.4 -0.3
C -3.612 1.271 -0.217 0.2 -1.6 -1.0
C -2.311 1.563 0.561 0.0 1.3 -1.0
C -2.709 1.960 1.974 0.2 -0.3 0.9
O -1.327 0.613 0.465 0.2 -1.2 0.5
H -4.223 0.543 0.329 -0.4 0.4 0.1
H -3.391 0.738 -1.156 0.5 -0.1 0.2
H -4.189 2.099 -0.633 -0.1 0.4 0.9
H -1.957 2.472 0.035 0.2 0.3 0.3
H -3.224 1.143 2.498 -0.1 -0.1 -0.3
H -3.375 2.824 2.007 0.0 0.1 -0.1
H -1.851 2.149 2.625 0.1 0.3 -0.3
C 0.872 0.890 3.353 0.6 1.0 -0.7
O 1.393 -0.115 2.493 -0.7 -0.4 -0.1
C 1.035 -1.447 2.863 -0.1 0.1 0.5
C 1.421 -2.380 1.749 0.5 -0.9 -0.1
N 0.595 -2.182 0.538 0.2 0.4 1.1
C 1.068 -3.031 -0.572 -0.3 0.3 1.0
C -0.035 -3.295 -1.571 0.7 0.5 -0.3
O -0.126 -2.160 -2.427 -1.0 -0.5 0.0
C -1.409 -1.525 -2.426 0.5 0.4 1.2
H -0.213 0.973 3.373 -0.1 -0.5 -0.1
H 1.248 1.794 2.868 -0.2 0.2 0.3
H 1.287 0.896 4.362 0.0 -0.5 0.1
H -0.041 -1.540 3.060 0.0 0.3 -0.1
H 1.553 -1.662 3.804 0.1 -0.4 -0.1
H 1.311 -3.431 2.057 -0.2 0.1 0.4
H 2.501 -2.324 1.576 -0.1 0.5 -0.5
H -0.324 -2.438 0.905 -0.2 -0.1 -0.7
H 1.444 -3.979 -0.163 0.1 0.0 -0.2
H 1.872 -2.430 -0.997 0.2 -0.5 -0.5
H -0.945 -3.531 -1.011 -0.2 0.2 -0.2
H 0.206 -4.154 -2.200 0.1 -0.1 0.1
H -1.428 -0.857 -3.281 -0.2 -0.1 -0.1
H -1.490 -0.937 -1.499 0.0 0.3 -0.2
H -2.271 -2.193 -2.357 0.2 -0.4 -0.7
C 3.535 5.011 -0.839 -0.4 0.1 -0.5
O 3.137 4.237 0.254 0.2 0.2 1.1
C 2.157 3.259 0.008 -0.1 -0.4 0.2
C 2.809 1.883 -0.183 0.6 0.5 -1.3
N 1.964 0.829 -0.772 -0.2 0.3 -0.3
C 1.267 1.206 -2.035 -1.0 -0.2 1.5
C 2.180 1.425 -3.196 0.5 -0.3 -0.6
O 2.981 0.254 -3.339 -0.7 0.0 -0.1
C 4.175 0.433 -4.050 0.4 0.3 0.3
H 4.212 5.793 -0.503 0.4 -0.4 0.1
H 2.705 5.578 -1.288 -0.2 -0.3 0.0
H 3.973 4.363 -1.607 0.2 0.3 -0.1
H 1.566 3.609 -0.842 -0.2 -0.4 0.0
H 1.518 3.166 0.889 -0.2 0.5 -0.1
H 3.226 1.517 0.754 -0.1 0.1 0.1
H 3.655 2.051 -0.869 0.2 0.1 0.2
H 2.635 0.163 -1.154 -0.1 -0.4 0.5
H 0.573 2.035 -1.874 0.4 0.3 0.0
H 0.558 0.385 -2.160 0.3 -0.2 -0.7
H 2.880 2.262 -3.093 -0.2 0.3 0.3
H 1.563 1.629 -4.079 0.2 -0.2 -0.2
H 4.732 -0.496 -3.922 0.1 0.1 -0.2
H 4.751 1.259 -3.602 0.1 -0.1 -0.1
H 4.051 0.671 -5.113 -0.2 -0.2 0.0
C -3.894 -2.496 0.317 0.0 0.1 0.8
C -3.679 -1.972 1.764 1.3 -0.1 -1.9
C -4.138 -2.981 2.779 -0.7 0.4 0.7
O -2.274 -1.745 1.953 0.4 -0.7 0.2
H -3.232 -3.353 0.174 0.0 0.0 -0.1
H -3.657 -1.707 -0.396 0.0 -0.1 -0.1
H -4.922 -2.833 0.171 0.0 0.1 -0.1
H -4.072 -0.955 1.793 -1.0 -0.3 0.6
H -5.155 -3.309 2.557 -0.1 0.2 0.1
H -4.129 -2.527 3.772 0.0 -0.1 0.1
H -3.549 -3.897 2.827 0.4 0.2 -0.3
H -1.973 -1.026 1.360 -0.1 0.6 -0.1
```
Forces are in eV/Å.

=====

3.
# C4H12NO2

2 unconnected molecules or ions with the total composition C4H12NO2 (ωB97M-V/def2-TZVPD, OMol25).

Summary:
* frontier orbital gap: 8.0 eV
* charge: +1
* relative energy (zero: lowest compared OMol25 entry of this formula, charge and spin): 473.6 kJ/mol
* electronic energy: -364.4548 hartree

The geometry in XYZ format:
```
19
Properties=species:S:1:pos:R:3:forces:R:3
C -0.538 1.452 2.076 2.9 1.8 -1.3
C -1.066 0.293 1.462 0.2 -3.9 -4.1
C -0.221 -0.882 -1.303 0.4 0.8 -2.0
C 0.355 0.154 -0.497 0.0 1.2 4.8
N 0.847 -1.468 -2.395 0.3 1.5 -0.2
O 0.216 1.375 -1.012 0.8 3.9 0.8
O 1.650 -0.127 -0.065 -1.4 -3.0 -3.6
H -0.463 2.348 1.439 -0.8 -0.1 0.0
H 0.514 1.376 2.397 -0.3 -0.6 0.4
H -1.118 1.648 2.899 -1.3 1.1 2.3
H -0.931 -0.698 1.983 -0.1 1.2 -0.6
H -2.006 0.314 0.847 0.9 0.3 1.0
H -0.536 -1.658 -0.702 -0.3 -2.1 0.9
H -1.089 -0.435 -1.809 0.5 -0.5 -0.3
H 1.831 -1.518 -1.990 -1.7 -0.8 0.1
H 1.075 -0.703 -3.113 -1.2 -1.5 0.6
H 0.429 -2.367 -2.787 1.3 1.5 0.3
H 0.510 2.172 -0.361 -1.0 -3.0 -2.1
H 1.944 0.373 0.623 1.0 2.3 3.1
```
Forces are in eV/Å.

=====

4.
# C41H69ClFNO11

8 unconnected molecules or ions with the total composition C41H69ClFNO11 (ωB97M-V/def2-TZVPD, OMol25).

Summary:
* frontier orbital gap: 8.8 eV
* electronic energy: -3046.0402 hartree
* SMILES: CCOCC[C@]1(Cl)C(=O)N[C@H](F)[C@@]1(CCCC(=O)O)CCc1ccccc1.CC(C)=O.CC(C)=O.CC(C)=O.CC(C)=O.CC(C)=O.CC(C)=O.CC(C)=O

The geometry in XYZ format:
```
124
Properties=species:S:1:pos:R:3:forces:R:3
C 7.286 0.235 -0.200 -0.7 0.2 0.8
C 6.264 -0.875 0.305 1.0 1.3 -0.5
O 5.927 -1.796 -0.747 -0.6 0.1 0.8
C 4.545 -2.222 -0.571 0.6 0.5 0.2
C 3.677 -1.184 -1.374 0.2 -0.4 0.5
C 2.123 -1.283 -1.134 0.6 -1.2 -3.1
Cl 1.641 -2.025 0.461 0.1 0.9 -0.3
C 1.694 -2.466 -2.146 -1.0 0.0 0.2
O 2.316 -3.472 -2.367 -0.1 0.4 0.0
N 0.419 -2.155 -2.716 0.3 -0.1 2.6
C -0.115 -1.055 -1.867 -0.2 -0.4 -1.8
F -1.198 -0.558 -2.632 0.9 0.4 0.6
C 1.180 -0.136 -1.729 -1.8 -1.0 2.1
C 1.606 0.295 -3.179 0.2 0.9 -0.5
C 2.018 1.801 -3.357 0.6 0.3 -0.4
C 3.404 2.198 -2.723 -0.2 0.6 0.5
C 3.475 3.757 -2.536 0.3 -0.5 -0.1
O 3.021 4.550 -3.309 0.1 -0.3 0.1
O 4.078 4.214 -1.343 0.1 -0.8 -0.7
C 0.870 0.972 -0.654 1.1 1.1 -0.9
C -0.370 1.882 -0.994 0.3 0.2 0.4
C -1.585 1.752 -0.041 -2.4 0.2 0.5
C -1.640 1.032 1.207 -1.0 0.6 -0.3
C -2.840 1.018 2.046 0.6 1.2 -2.1
C -4.001 1.754 1.615 0.8 -0.1 -0.6
C -4.020 2.473 0.348 2.3 -1.1 0.5
C -2.814 2.458 -0.446 0.2 -0.8 1.0
H 7.163 0.456 -1.285 0.3 -0.4 0.8
H 7.009 1.184 0.344 0.3 -0.8 -0.5
H 8.336 0.011 0.105 -0.8 0.0 -0.7
H 5.362 -0.298 0.652 0.7 -0.8 -0.3
H 6.769 -1.397 1.157 -0.7 0.1 -0.5
H 4.442 -3.272 -0.929 0.0 0.9 0.1
H 4.366 -2.187 0.536 -0.3 -0.2 -1.0
H 3.847 -1.425 -2.458 -0.1 0.4 1.0
H 4.119 -0.179 -1.181 -0.6 -0.7 0.1
H -0.234 -2.946 -2.713 0.6 0.1 -0.4
H -0.608 -1.399 -0.929 0.7 0.4 -0.5
H 2.461 -0.312 -3.584 -0.8 0.4 0.7
H 0.768 0.113 -3.907 0.6 0.1 0.9
H 2.123 1.966 -4.466 -0.2 -0.1 1.0
H 1.260 2.544 -3.013 0.3 -0.9 -0.2
H 4.209 1.846 -3.422 -0.6 0.6 0.8
H 3.593 1.771 -1.710 -0.2 0.2 -0.8
H 4.952 4.593 -1.537 -0.5 0.1 -0.1
H 0.826 0.559 0.381 -0.1 0.1 -1.0
H 1.771 1.647 -0.663 -0.8 -0.7 0.2
H -0.026 2.955 -0.932 -0.4 -1.0 0.0
H -0.655 1.741 -2.071 -0.1 0.0 1.1
H -0.758 0.463 1.566 -0.7 0.5 -0.2
H -2.783 0.465 3.005 -0.3 0.5 -0.8
H -4.899 1.755 2.267 0.7 0.0 -0.6
H -4.887 3.050 -0.033 0.7 -0.6 0.6
H -2.804 3.007 -1.416 0.0 -0.5 1.0
C 4.198 1.376 3.024 0.2 -0.2 -0.2
C 3.521 2.035 1.849 0.0 0.2 -0.3
O 3.829 1.766 0.706 0.1 -0.2 0.2
C 2.442 3.040 2.145 0.0 -0.1 -0.4
H 4.951 0.676 2.662 0.0 0.0 0.0
H 4.689 2.131 3.641 -0.2 0.0 0.1
H 3.464 0.827 3.615 0.0 0.2 0.1
H 2.854 3.870 2.724 -0.1 -0.1 0.2
H 1.631 2.564 2.697 0.1 0.2 0.2
H 2.045 3.431 1.208 0.1 0.0 0.0
C -2.314 3.922 4.703 0.0 0.0 -0.4
C -0.917 3.369 4.810 0.1 -0.1 -0.3
O -0.312 2.996 3.829 -0.1 0.0 0.2
C -0.303 3.297 6.185 0.3 -0.1 -0.1
H -2.627 3.913 3.658 0.0 -0.1 0.1
H -3.005 3.305 5.280 0.0 0.2 0.1
H -2.335 4.951 5.067 -0.1 -0.1 0.2
H -0.905 2.652 6.828 -0.1 0.2 0.1
H -0.236 4.298 6.615 -0.2 -0.1 0.1
H 0.701 2.879 6.111 -0.1 0.0 0.0
C 0.715 -5.561 1.197 0.1 0.2 0.2
C -0.584 -5.409 1.945 0.0 0.3 0.3
O -0.759 -4.489 2.716 0.0 -0.2 -0.2
C -1.655 -6.440 1.697 -0.2 0.2 0.2
H 1.385 -4.748 1.476 0.0 -0.1 0.0
H 1.188 -6.510 1.459 -0.1 -0.1 -0.2
H 0.535 -5.514 0.121 0.1 -0.2 0.0
H -1.292 -7.430 1.981 0.0 0.0 -0.2
H -1.943 -6.433 0.644 0.1 -0.2 0.0
H -2.530 -6.202 2.302 0.1 0.0 -0.1
C -4.318 -3.938 3.143 0.1 0.4 0.0
C -5.660 -3.461 3.634 0.0 0.3 0.1
O -5.835 -2.312 3.981 0.0 -0.2 -0.1
C -6.776 -4.472 3.675 -0.3 0.3 0.1
H -3.609 -3.111 3.164 0.0 -0.1 0.0
H -3.946 -4.734 3.791 0.0 -0.1 -0.2
H -4.406 -4.298 2.115 0.0 -0.2 0.1
H -6.511 -5.292 4.345 0.0 -0.1 -0.2
H -6.965 -4.852 2.669 0.1 -0.2 0.1
H -7.684 -3.995 4.046 0.1 0.0 0.0
C -5.083 6.846 0.191 -0.2 -0.3 -0.1
C -3.892 6.151 -0.418 0.0 -0.3 -0.2
O -3.997 5.065 -0.945 -0.1 0.5 -0.1
C -2.564 6.860 -0.344 0.1 -0.3 -0.2
H -5.968 6.222 0.066 0.1 0.0 0.0
H -4.915 7.006 1.258 0.0 0.2 -0.1
H -5.253 7.800 -0.309 0.1 0.1 0.2
H -2.285 7.020 0.699 0.0 0.2 0.0
H -2.623 7.815 -0.869 0.0 0.1 0.2
H -1.800 6.246 -0.821 -0.1 0.0 0.0
C 6.692 -0.283 -6.381 0.1 0.3 0.2
C 5.381 -0.161 -5.649 0.0 0.2 0.2
O 5.177 0.748 -4.871 0.1 -0.3 -0.3
C 4.337 -1.212 -5.922 -0.2 0.2 0.2
H 7.347 0.538 -6.089 -0.1 -0.1 0.0
H 7.175 -1.227 -6.122 -0.1 -0.1 -0.2
H 6.522 -0.231 -7.458 0.0 -0.2 0.0
H 4.717 -2.196 -5.643 0.0 0.0 -0.2
H 4.065 -1.200 -6.979 0.1 -0.2 0.0
H 3.447 -1.001 -5.330 0.1 0.0 -0.1
C -8.152 -5.215 -1.127 -0.1 -0.3 0.2
C -6.797 -5.069 -0.484 0.1 -0.2 0.2
O -6.421 -5.840 0.375 -0.1 0.2 -0.1
C -5.929 -3.928 -0.949 0.2 -0.1 0.2
H -8.666 -6.075 -0.697 0.1 0.1 0.0
H -8.750 -4.321 -0.943 0.0 0.0 -0.2
H -8.038 -5.375 -2.201 -0.1 0.2 0.0
H -6.429 -2.977 -0.756 0.0 0.0 -0.2
H -5.718 -4.032 -2.015 -0.1 0.2 0.0
H -4.986 -3.945 -0.402 -0.1 0.0 0.0
```
Forces are in eV/Å.

=====

| no. | HOMO (eV) |
| --- | --- |
| 1 | -9.8 |
| 2 | -7.5 |
| 3 | -11.6 |
| 4 | -8.3 |